# 1
{"formula": "C43H68BClN9OTi", "method": "ωB97M-V with the def2-TZVPD basis set", "species": ["Ti", "C", "C", "C", "C", "C", "C", "C", "C", "C", "N", "N", "B", "N", "N", "C", "C", "C", "C", "C", "C", "C", "C", "C", "N", "N", "C", "C", "C", "C", "C", "C", "C", "C", "C", "H", "H", "H", "H", "H", "H", "H", "H", "H", "H", "H", "H", "H", "H", "H", "H", "H", "H", "H", "H", "H", "H", "H", "H", "H", "H", "H", "H", "H", "H", "H", "H", "H", "H", "H", "H", "H", "H", "H", "H", "H", "H", "H", "H", "H", "H", "C", "C", "C", "C", "C", "O", "C", "C", "C", "C", "C", "C", "Cl", "C", "C", "C", "N", "C", "N", "C", "N", "H", "H", "H", "H", "H", "H", "H", "H", "H", "H", "H", "H", "H", "H", "H", "H", "H", "H", "H", "H", "H", "H"], "xyz": [[0.776208, -1.299601, 0.530974], [5.122803, 0.783752, -1.201418], [3.800297, 0.620867, -0.439052], [4.037079, -0.313492, 0.745229], [2.715325, 0.154932, -1.375102], [2.656916, 0.413734, -2.721119], [1.525329, -0.238297, -3.237659], [1.260499, -0.268127, -4.711912], [-0.198304, -0.189789, -5.158739], [1.992649, -1.488287, -5.300266], [0.894652, -0.841640, -2.219302], [1.611182, -0.598779, -1.056163], [-0.310678, -1.859262, -2.209526], [-1.423339, -1.313272, -1.263462], [-1.048916, -0.972723, 0.016725], [-2.176152, -0.652487, 0.730071], [-3.250555, -0.798485, -0.107015], [-2.755880, -1.218646, -1.358191], [-3.669643, -1.580230, -2.488489], [-3.266721, -1.062585, -3.869923], [-3.895201, -3.100944, -2.480187], [-2.155729, -0.320514, 2.190745], [-1.560795, -1.512882, 2.959745], [-3.546526, 0.026411, 2.715231], [0.219732, -3.170784, -1.552943], [0.770458, -3.043770, -0.292182], [1.307126, -4.248703, 0.057587], [1.085751, -5.133791, -0.964004], [0.384701, -4.437836, -1.970990], [-0.106929, -5.157455, -3.194482], [-0.630510, -4.363707, -4.387256], [-1.175505, -6.174245, -2.735645], [1.982831, -4.477916, 1.371081], [2.328454, -3.155765, 2.058684], [1.122796, -5.376366, 2.272105], [5.900767, 1.084443, -0.501344], [5.066712, 1.548149, -1.973847], [5.419395, -0.158493, -1.663722], [3.514702, 1.612472, -0.067882], [4.489894, -1.242466, 0.392755], [3.122740, -0.520059, 1.306884], [4.739182, 0.140572, 1.442934], [3.363090, 0.981336, -3.302274], [1.770454, 0.618171, -5.093168], [-0.671594, -1.169123, -5.174027], [-0.237696, 0.201611, -6.173992], [-0.775086, 0.480026, -4.519799], [1.615118, -2.412785, -4.866656], [3.065178, -1.436220, -5.112765], [1.835924, -1.520535, -6.377541], [-0.717259, -2.026353, -3.294172], [-4.285185, -0.624283, 0.133989], [-4.620895, -1.114591, -2.226370], [-2.525346, -1.703522, -4.342896], [-2.878476, -0.045364, -3.815627], [-4.147233, -1.051260, -4.510208], [-2.956203, -3.631982, -2.633867], [-4.580989, -3.366398, -3.283554], [-4.331397, -3.431343, -1.537011], [-1.516137, 0.550732, 2.347593], [-2.225852, -2.374094, 2.890948], [-1.431834, -1.266836, 4.013222], [-0.577751, -1.813394, 2.550798], [-4.225733, -0.822989, 2.628630], [-3.977685, 0.870056, 2.176422], [-3.480882, 0.298240, 3.767618], [1.398650, -6.163942, -1.006448], [0.759640, -5.732723, -3.534538], [-1.577424, -3.873123, -4.168735], [-0.808206, -5.062234, -5.203473], [0.082101, -3.624635, -4.743135], [-2.056816, -5.660669, -2.349186], [-0.801409, -6.846584, -1.965386], [-1.478699, -6.776863, -3.590038], [2.920986, -4.999035, 1.167609], [1.409970, -2.546566, 2.234273], [3.067699, -2.612715, 1.469710], [2.757597, -3.339131, 3.042150], [0.174454, -4.892680, 2.517113], [1.654284, -5.593869, 3.197719], [0.908689, -6.324102, 1.781372], [-1.334977, 6.054372, -0.479750], [-0.565226, 4.794791, -0.044331], [0.651297, 4.681782, -0.975685], [-1.503676, 3.593659, -0.249758], [-0.101406, 4.943184, 1.447458], [0.536980, 6.193326, 1.627369], [-1.291196, 4.740378, 2.419883], [-1.036597, 5.191866, 3.871383], [-0.525459, 4.078709, 4.748728], [-1.280312, 2.918535, 4.921226], [-0.822812, 1.876513, 5.706647], [0.410256, 1.984254, 6.338957], [0.986363, 0.685319, 7.313890], [1.166491, 3.139463, 6.202106], [0.693321, 4.176748, 5.413228], [1.100561, 4.051245, 1.864014], [0.943826, 2.606988, 1.966566], [0.915944, 1.676892, 1.028301], [0.881385, 0.467140, 1.614812], [0.923100, 0.758656, 2.964250], [0.965189, 2.032806, 3.189237], [-1.746778, 5.894767, -1.476720], [-0.681372, 6.924530, -0.544078], [-2.172363, 6.286527, 0.178752], [0.329076, 4.812695, -2.009374], [1.151308, 3.709015, -0.910529], [1.379112, 5.463944, -0.756469], [-1.603299, 3.402592, -1.320562], [-2.500354, 3.803323, 0.138799], [-1.149716, 2.677020, 0.226891], [-0.089438, 6.905559, 1.458353], [-1.569819, 3.683222, 2.423931], [-2.139326, 5.295717, 2.019762], [-1.979687, 5.551964, 4.288206], [-0.342553, 6.029504, 3.880548], [-2.256174, 2.841906, 4.452068], [-1.422589, 0.987429, 5.856778], [2.113419, 3.226266, 6.717803], [1.282089, 5.082146, 5.316011], [1.372809, 4.374439, 2.865784], [1.932561, 4.281876, 1.199816], [0.892296, 1.860972, -0.031657], [0.912905, 0.023800, 3.754127]], "forces_ev_per_a": [[-0.049, 0.956, -0.217], [-0.071, 0.098, 0.003], [0.046, -0.105, 0.128], [0.050, 0.083, -0.302], [0.262, 0.378, -0.435], [-0.014, -0.158, 0.268], [0.215, 0.184, 0.138], [-0.224, -0.206, -0.091], [0.074, 0.004, 0.025], [0.046, 0.098, 0.017], [-0.161, -0.150, -0.469], [-0.160, 0.138, 0.208], [-0.013, -0.012, -0.042], [-0.197, -0.061, -0.372], [0.438, 0.000, 0.003], [-0.577, 0.057, 0.096], [0.328, 0.135, 0.146], [-0.136, 0.020, 0.284], [0.142, -0.076, -0.262], [-0.026, -0.009, 0.099], [-0.028, 0.087, 0.089], [0.084, -0.150, 0.033], [-0.245, 0.305, -0.086], [0.017, -0.061, -0.033], [-0.116, -0.185, -0.325], [0.081, -0.702, 0.165], [0.115, -0.584, -0.242], [0.053, 0.279, 0.167], [0.151, -0.149, 0.246], [-0.220, 0.067, -0.196], [0.100, -0.018, 0.070], [0.085, 0.016, 0.015], [-0.314, 0.131, 0.229], [0.211, -0.374, -0.619], [0.057, 0.010, -0.042], [0.020, 0.000, -0.029], [-0.001, 0.016, 0.014], [0.016, 0.001, 0.011], [-0.080, -0.034, 0.045], [-0.103, -0.082, 0.059], [0.026, -0.017, 0.114], [-0.053, 0.003, 0.063], [0.011, -0.032, -0.002], [0.003, 0.055, 0.075], [0.023, 0.030, 0.009], [0.013, 0.000, -0.003], [-0.028, -0.012, -0.052], [0.013, -0.024, -0.012], [-0.001, -0.017, -0.024], [-0.004, -0.008, 0.002], [0.031, -0.029, 0.029], [-0.010, -0.008, -0.016], [0.025, 0.054, 0.044], [-0.037, 0.024, 0.022], [-0.031, -0.013, -0.057], [0.008, -0.011, -0.012], [-0.010, -0.008, -0.016], [0.010, -0.022, -0.005], [0.008, -0.037, -0.016], [0.017, 0.077, -0.058], [0.109, -0.090, -0.055], [0.126, -0.023, 0.001], [0.013, -0.089, 0.142], [-0.003, -0.001, 0.022], [0.022, 0.015, 0.006], [-0.019, -0.004, 0.013], [-0.043, -0.012, -0.003], [0.032, 0.010, 0.044], [0.003, 0.011, -0.025], [-0.012, -0.006, 0.000], [-0.030, 0.019, -0.022], [-0.003, -0.023, 0.006], [-0.019, -0.005, -0.001], [-0.010, 0.001, -0.001], [0.037, 0.035, -0.001], [-0.106, -0.010, 0.303], [-0.015, 0.126, 0.067], [-0.136, 0.254, 0.122], [-0.012, -0.013, 0.003], [-0.021, 0.015, 0.013], [-0.034, 0.009, 0.009], [0.050, -0.071, 0.052], [0.172, 0.006, -0.012], [-0.138, 0.026, 0.042], [0.007, 0.104, -0.039], [-0.360, -0.480, 0.120], [-0.069, 0.053, 0.009], [0.293, 0.320, -0.037], [-0.113, -0.203, -0.112], [0.039, 0.003, 0.215], [-0.004, 0.174, 0.036], [0.036, -0.079, 0.083], [-0.117, 0.364, -0.252], [0.099, -0.249, 0.080], [0.024, -0.095, 0.093], [-0.172, -0.001, -0.026], [0.062, 0.807, -0.101], [0.121, -0.480, -0.325], [-0.151, 0.188, 0.169], [0.296, -0.297, 0.408], [0.074, 0.142, -0.011], [0.131, -0.219, 0.071], [-0.009, 0.008, -0.002], [-0.007, 0.009, -0.020], [-0.005, 0.012, 0.009], [0.030, -0.046, -0.015], [0.049, 0.035, -0.030], [0.033, -0.039, -0.002], [-0.033, -0.024, 0.001], [-0.001, -0.051, 0.020], [-0.065, -0.008, -0.016], [-0.007, 0.068, 0.021], [-0.098, 0.022, -0.110], [-0.054, -0.046, -0.014], [0.033, 0.039, -0.027], [0.015, 0.070, 0.047], [-0.025, -0.012, 0.020], [-0.037, 0.000, 0.059], [-0.008, 0.000, 0.012], [0.007, -0.001, 0.034], [0.073, -0.091, -0.029], [0.024, -0.182, 0.036], [0.032, 0.058, 0.013], [0.024, -0.005, 0.005]], "mulliken_charge": [-1.32, -1.62, 1.35, -0.96, -0.18, -1.12, -0.19, 0.09, -1.46, -1.27, 0.68, 0.93, 1.07, 0.99, 1.09, -0.82, -0.70, -0.01, 0.08, -1.37, -1.49, 2.56, -1.08, -2.06, 0.41, 0.65, -0.48, -1.59, 0.12, 0.40, -1.39, -1.42, 0.41, -0.88, -1.47, 0.45, 0.42, 0.41, -0.20, 0.42, -0.19, 0.58, 0.58, 0.63, 0.11, 0.55, 0.26, 0.16, 0.41, 0.44, -0.83, 0.77, 0.61, 0.11, 0.28, 0.57, 0.20, 0.44, 0.38, -1.34, 0.45, 0.40, 0.16, 0.51, 0.48, 0.38, 0.76, 0.57, 0.23, 0.56, 0.01, 0.29, 0.44, 0.48, 0.61, 0.16, -0.25, 0.59, 0.33, 0.45, 0.43, -2.05, 2.45, -1.66, -1.23, 1.70, -0.69, -0.54, -1.74, 0.11, 0.13, -1.07, 0.23, -0.19, -0.90, -0.14, -3.32, 1.54, -1.41, 1.47, -1.60, -0.39, 0.50, 0.59, 0.31, 0.52, 0.03, 0.41, 0.60, 0.35, -0.36, 0.60, 0.09, 1.01, 0.32, 0.48, 0.61, 0.63, 0.49, 0.50, 0.45, 0.58, 0.92, 0.52], "total_charge": 3, "homo_ev": -14.6, "orbital_gap_ev": 3.82}

# 2
{"formula": "C2H8NO", "method": "ωB97M-V with the def2-TZVPD basis set", "species": ["O", "H", "C", "N", "C", "H", "H", "H", "H", "H", "H", "H"], "xyz": [[-0.782362, -0.912372, 1.992631], [-0.362064, -1.698592, 2.419018], [-0.436746, -0.747379, -0.915691], [0.795200, 0.019913, -0.679532], [0.489980, 1.324907, -0.121809], [-0.152399, -1.819257, -0.911706], [-0.752774, -0.267131, -1.909349], [-1.100866, -0.484550, -0.117375], [1.190930, -0.471686, 0.171120], [-0.086808, 1.254505, 0.787007], [1.423272, 1.859573, 0.130493], [-0.225363, 1.942069, -0.844807]], "forces_ev_per_a": [[0.325, -0.513, 0.526], [-0.317, 0.448, -0.314], [1.130, 1.447, -1.828], [1.142, -1.218, 2.293], [-1.180, 1.624, -1.470], [-0.651, 0.624, -0.503], [-0.390, -1.551, 1.215], [-1.098, -0.332, 0.235], [0.038, 0.643, -1.416], [-0.338, -0.085, 0.573], [-0.498, -0.007, -0.493], [1.837, -1.080, 1.180]], "mulliken_spin": [1.01, -0.02, 0.01, 0.00, 0.00, 0.00, 0.00, 0.00, 0.00, 0.00, 0.00, 0.00], "spin_multiplicity": 2, "s2": 0.753, "e_above_lowest_kj_mol": 201.1, "homo_ev": [-8.9, -8.9], "orbital_gap_ev": [9.59, 6.48]}

# 3
{"formula": "C17H16NO5Sn", "method": "ωB97M-V with the def2-TZVPD basis set", "species": ["Sn", "O", "C", "O", "C", "C", "C", "C", "C", "N", "C", "O", "O", "H", "H", "H", "H", "C", "C", "C", "C", "C", "C", "C", "O", "C", "C", "C", "H", "H", "H", "H", "H", "H", "H", "H", "H", "H", "H", "H"], "xyz": [[1.586836, -1.032680, -2.967916], [0.295391, 2.631419, -0.480061], [0.490932, 1.671108, -1.354625], [1.580745, 1.194278, -1.616212], [-0.736044, 1.204599, -2.051278], [-1.979537, 1.798043, -1.958660], [-3.009618, 1.281978, -2.745665], [-2.753899, 0.204401, -3.576600], [-1.476614, -0.346520, -3.575055], [-0.508431, 0.153133, -2.831662], [-1.105914, -1.584625, -4.392264], [-1.949727, -2.142945, -5.041163], [0.152054, -1.906200, -4.285518], [1.130719, 2.884896, -0.058348], [-2.129132, 2.639784, -1.298395], [-3.995302, 1.724858, -2.705408], [-3.505241, -0.229662, -4.221262], [1.418354, 1.649966, 4.289335], [1.133093, 0.652236, 3.207902], [2.147572, 0.170252, 2.386554], [1.897597, -0.714105, 1.347999], [3.063538, -1.241953, 0.562136], [0.564600, -1.126300, 1.120536], [0.199421, -2.020871, 0.046090], [0.732443, -2.152160, -1.061390], [-0.472190, -0.690986, 1.984636], [-1.901102, -1.125339, 1.786988], [-0.168171, 0.194135, 2.998962], [2.486623, 1.761437, 4.461777], [0.939862, 1.356691, 5.223660], [1.008779, 2.626356, 4.018305], [3.169628, 0.481149, 2.570825], [3.972480, -1.178871, 1.156578], [3.223654, -0.639698, -0.334523], [2.917797, -2.276111, 0.255722], [-0.649927, -2.685430, 0.250322], [-2.260692, -0.887405, 0.784760], [-2.548277, -0.631353, 2.507570], [-2.006357, -2.202262, 1.934645], [-0.955942, 0.534757, 3.660703]], "forces_ev_per_a": [[-0.989, -0.235, -0.320], [-0.249, 0.103, 0.114], [0.365, -0.016, -0.025], [-0.074, 0.019, 0.290], [-0.204, 0.224, 0.131], [0.091, -0.029, 0.036], [0.092, -0.082, -0.051], [-0.027, 0.078, 0.068], [-0.122, -0.301, -0.105], [0.466, -0.240, -0.015], [-0.049, 0.118, 0.007], [0.023, 0.092, 0.056], [0.606, -0.001, 0.409], [0.120, -0.044, -0.057], [-0.017, 0.018, -0.025], [0.000, 0.006, -0.020], [-0.002, -0.035, 0.026], [-0.037, -0.009, 0.032], [-0.001, -0.026, -0.120], [-0.024, 0.032, 0.020], [-0.101, 0.004, -0.055], [-0.041, 0.047, -0.116], [0.209, 0.281, 0.067], [-0.142, -0.358, 0.014], [0.118, 0.407, -0.190], [0.001, -0.004, -0.121], [0.051, -0.079, 0.037], [0.039, 0.020, 0.053], [-0.003, 0.009, 0.007], [0.020, -0.013, 0.014], [0.033, -0.021, -0.002], [-0.004, -0.022, 0.019], [0.004, -0.016, 0.004], [0.027, -0.004, -0.049], [0.035, 0.001, -0.014], [-0.062, 0.051, -0.065], [-0.054, -0.008, 0.020], [-0.012, 0.009, -0.015], [-0.058, 0.008, -0.016], [-0.032, 0.018, -0.045]], "mulliken_charge": [1.10, -0.42, 0.24, -0.62, 0.37, -0.30, -0.44, -0.51, 0.25, -0.11, 0.46, -0.58, -0.63, 0.41, 0.55, 0.48, 0.53, -1.50, 0.52, -0.84, 1.19, -1.67, 0.92, -0.75, -0.48, 1.06, -1.87, -0.86, 0.37, 0.38, 0.31, 0.39, 0.47, 0.13, 0.38, 0.49, 0.38, 0.39, 0.42, 0.40], "total_charge": 1, "homo_ev": -12.5, "orbital_gap_ev": 8.35}

# 4
{"formula": "C6H6", "method": "ωB97M-V with the def2-TZVPD basis set", "species": ["C", "C", "C", "C", "C", "C", "H", "H", "H", "H", "H", "H"], "xyz": [[-2.078349, -0.900982, -1.229696], [-1.179400, -0.304729, -0.694191], [-0.056239, 0.405538, -0.079335], [1.264873, 0.186753, -0.824906], [0.047839, 0.183204, 1.346148], [0.157093, 0.050338, 2.532864], [-2.875864, -1.430742, -1.692810], [-0.316932, 1.653276, 0.120740], [1.529759, -0.873118, -0.792181], [1.158448, 0.487600, -1.868766], [2.071716, 0.762656, -0.365259], [0.276849, -0.216523, 3.552012]], "forces_ev_per_a": [[0.582, 0.363, 0.338], [-0.498, -0.026, -0.287], [-0.658, 3.632, 0.847], [-0.031, 0.186, -0.059], [0.239, -0.962, 0.883], [0.046, -0.272, -0.249], [0.018, 0.011, 0.012], [0.531, -3.109, -1.725], [-0.060, 0.103, 0.011], [0.016, -0.035, 0.096], [-0.154, -0.066, -0.026], [-0.030, 0.174, 0.159]], "mulliken_charge": [0.18, -0.77, 0.48, -1.18, -0.96, 0.15, 0.43, 0.20, 0.31, 0.33, 0.36, 0.46], "e_above_lowest_kj_mol": 431.0, "homo_ev": -9.7, "orbital_gap_ev": 10.64}